Below is a molecular structure, C35H53BN5P2Pt, with properties calculated with the ωB97M-V functional and the def2-TZVPD basis.

The geometry in XYZ format:
```
97
Properties=species:S:1:pos:R:3:forces:R:3
Pt 0.0187 -0.4280 -0.3574 -0.10 -0.45 -0.04
C 5.5469 -0.5797 -0.2566 0.03 -0.01 -0.01
C 4.2331 -1.3494 -0.4470 -0.15 -0.08 0.00
C 4.0344 -1.5335 -1.9596 0.04 0.01 0.00
C 4.3293 -2.7349 0.2021 0.04 0.02 -0.07
P 2.7067 -0.4100 0.1814 0.10 0.29 0.23
C 3.1499 1.2767 -0.4103 -0.14 -0.06 0.06
N 1.9549 2.0709 -0.3976 -0.03 0.18 -0.07
B 0.5988 1.5847 -0.3479 0.19 0.16 0.22
N -0.1843 2.7539 -0.0475 0.04 0.11 -0.07
C -1.5752 2.8532 0.2966 0.08 -0.10 0.01
P -2.4556 1.2972 -0.1346 0.06 0.28 -0.04
C -3.1928 1.7396 -1.8109 0.03 -0.11 0.07
C -4.2759 2.8160 -1.7630 -0.01 0.00 -0.06
C -2.0276 2.2283 -2.6841 -0.01 0.01 -0.05
C -3.7651 0.4718 -2.4541 -0.03 0.00 0.05
C -3.7642 1.2845 1.2251 0.03 -0.12 -0.09
C -4.4344 2.6296 1.5331 -0.02 -0.03 0.05
C -3.0079 0.8276 2.4872 -0.01 -0.02 0.04
C -4.8470 0.2580 0.8724 0.01 0.03 0.01
C 0.6589 3.8611 0.0896 -0.06 -0.08 -0.02
C 0.3727 5.1763 0.4127 -0.06 0.03 -0.01
C 1.4349 6.0728 0.5047 0.03 -0.02 -0.02
C 2.7432 5.6586 0.2805 -0.03 -0.03 0.00
C 3.0318 4.3339 -0.0420 0.03 0.00 -0.04
C 1.9764 3.4426 -0.1341 0.01 -0.12 0.01
C 2.7302 -0.2755 2.0724 0.00 -0.05 -0.08
C 2.0341 -1.5319 2.6176 0.05 0.04 -0.03
C 4.1190 -0.1428 2.6974 0.02 0.01 0.04
C 1.9127 0.9457 2.5205 0.04 0.01 -0.01
H 6.3629 -1.2028 -0.6373 -0.04 0.03 0.01
H 5.7687 -0.3513 0.7803 0.01 0.01 0.03
H 5.5613 0.3503 -0.8284 0.01 -0.06 0.04
H 4.9676 -1.9029 -2.3950 -0.04 0.01 0.02
H 3.7814 -0.6024 -2.4719 0.02 -0.05 0.02
H 3.2621 -2.2648 -2.1736 -0.07 -0.04 -0.02
H 5.1376 -3.2963 -0.2772 -0.04 0.03 0.02
H 3.4068 -3.3055 0.0714 0.05 0.03 0.01
H 4.5556 -2.6840 1.2671 0.00 0.00 -0.03
H 3.5829 1.1975 -1.4085 0.06 0.04 -0.04
H 3.9072 1.7159 0.2429 0.04 0.03 0.05
H -2.0475 3.6948 -0.2164 -0.01 0.05 0.00
H -1.6834 3.0277 1.3696 -0.01 0.03 0.05
H -3.9528 3.7153 -1.2357 -0.03 -0.03 -0.02
H -5.1916 2.4482 -1.3008 0.00 0.02 -0.01
H -4.5225 3.1070 -2.7890 0.01 0.00 0.04
H -1.6925 3.2306 -2.4101 0.01 -0.06 0.02
H -2.3579 2.2623 -3.7274 -0.01 0.03 0.07
H -1.1703 1.5543 -2.6244 0.01 -0.01 -0.02
H -4.5227 -0.0124 -1.8329 0.07 0.01 -0.08
H -2.9683 -0.2434 -2.6552 -0.03 0.01 -0.01
H -4.2287 0.7300 -3.4101 0.01 -0.01 0.02
H -3.7146 3.4291 1.7171 -0.05 -0.05 -0.01
H -5.0272 2.5130 2.4466 0.02 0.02 -0.04
H -5.1119 2.9484 0.7456 0.01 0.01 0.00
H -2.4571 1.6516 2.9453 0.02 -0.03 -0.04
H -2.2897 0.0301 2.2798 -0.06 0.02 0.02
H -3.7220 0.4600 3.2302 0.02 0.06 -0.03
H -5.4418 0.5813 0.0162 0.01 -0.01 0.06
H -5.5287 0.1415 1.7199 0.03 0.00 -0.02
H -4.4245 -0.7230 0.6420 -0.01 0.02 0.01
H -0.6442 5.5064 0.5934 0.06 -0.03 0.00
H 1.2382 7.1080 0.7528 0.00 -0.04 0.00
H 3.5497 6.3767 0.3540 -0.02 -0.03 0.00
H 4.0534 4.0222 -0.2276 -0.05 0.01 0.02
H 2.5685 -2.4506 2.3645 -0.03 0.05 0.00
H 1.0175 -1.5966 2.2196 -0.02 -0.02 0.01
H 1.9701 -1.4679 3.7079 0.02 0.00 -0.04
H 4.7463 -1.0150 2.5255 0.02 0.01 0.00
H 4.0001 -0.0378 3.7805 0.00 0.00 -0.05
H 4.6423 0.7480 2.3430 -0.01 -0.04 0.01
H 0.8876 0.9047 2.1545 -0.07 0.01 -0.02
H 2.3578 1.8922 2.2036 -0.02 -0.07 0.00
H 1.8809 0.9454 3.6150 0.01 -0.01 -0.06
N -5.4905 -5.6226 -0.6689 0.05 0.05 -0.01
C -4.6665 -4.8232 -0.6534 0.03 0.02 -0.02
C -3.6323 -3.8201 -0.6228 -0.07 -0.04 0.07
C -3.2039 -3.2923 0.5886 -0.03 -0.01 0.11
C -2.2201 -2.3231 0.5763 0.01 -0.05 0.06
N -1.6537 -1.8786 -0.5479 -0.16 0.01 0.13
C -2.0597 -2.3978 -1.7049 0.02 0.01 -0.11
C -3.0463 -3.3611 -1.7928 -0.01 -0.05 -0.17
H -3.6375 -3.6245 1.5217 0.03 0.01 0.00
H -1.8592 -1.8911 1.4996 0.00 0.01 -0.01
H -1.5692 -2.0316 -2.5965 0.00 0.03 0.00
H -3.3514 -3.7469 -2.7558 0.03 0.02 0.02
C 1.2843 -5.5566 -1.3681 -0.01 -0.04 -0.01
C 1.2610 -4.5092 -2.2766 0.02 -0.01 -0.04
C 1.0211 -3.2296 -1.8062 -0.01 -0.07 0.13
N 0.8086 -2.9539 -0.5156 0.03 0.03 -0.23
C 0.8168 -3.9696 0.3492 -0.03 0.10 0.01
C 1.0543 -5.2814 -0.0294 0.00 -0.02 0.03
H 1.4722 -6.5705 -1.6991 0.00 0.04 0.01
H 1.4286 -4.6761 -3.3331 0.00 0.01 0.05
H 0.9936 -2.3834 -2.4837 0.03 0.01 -0.01
H 0.6274 -3.7250 1.3886 0.02 0.03 -0.03
H 1.0590 -6.0653 0.7172 -0.01 0.03 -0.04
```
Forces are in eV/Å.

Calculated values
Charge = +1
HOMO energy (alpha / beta) = -8.80 / -9.99 eV
Energy above the lowest of the compared OMol25 structures with the same formula, charge and spin = 0.947 eV
Multiplicity = 3

Below is a molecular structure, C4H6NO in a non-equilibrium geometry, with properties calculated with the ωB97M-V functional and the def2-TZVPD basis.

The geometry in XYZ format:
```
12
Properties=species:S:1:pos:R:3:forces:R:3
C -1.7288 0.4934 -0.0084 0.48 0.02 -2.65
C -0.6028 1.1208 0.3140 -1.63 0.50 1.60
C -0.9237 -0.7711 -0.3060 -2.07 -0.65 0.31
C 1.6497 -0.1458 -0.1461 1.37 1.90 -2.52
N 0.2430 -0.0890 0.1568 0.57 1.22 -0.62
O -0.3752 -1.0905 0.9267 0.80 -1.25 2.09
H -2.7267 0.7632 -0.3142 -0.18 0.02 0.75
H -0.5141 1.9298 1.0283 1.01 0.29 -0.46
H -1.1296 -1.6588 -0.8928 0.65 0.42 -0.89
H 1.9663 -1.1209 -0.0686 0.45 -2.46 0.07
H 1.8713 0.1762 -1.2786 -0.74 -0.32 2.72
H 2.2705 0.3928 0.5888 -0.70 0.30 -0.40
```
Forces are in eV/Å.

Calculated values
Charge = +1
HOMO energy = -15.90 eV
Energy above the lowest of the compared OMol25 structures with the same formula, charge and spin = 5.033 eV

Below is a molecular structure, C8H32BHgNOP2S in a non-equilibrium geometry, with properties calculated with the ωB97M-V functional and the def2-TZVPD basis.

The geometry in XYZ format:
```
47
Properties=species:S:1:pos:R:3:forces:R:3
Hg 0.2661 -0.0150 -0.1248 0.97 0.15 0.33
H 0.1654 0.0577 -3.5860 -0.43 -0.02 -0.10
H -1.3940 -0.0375 -1.8562 -0.22 0.02 -0.51
P 0.2663 -2.5875 -0.2133 -0.54 1.43 -0.36
P 0.2269 2.5892 -0.1367 -0.55 -1.33 -0.15
C 1.9637 3.0480 0.1000 0.00 -0.15 0.03
H 2.0078 4.1488 0.0451 0.22 -0.40 0.05
H 2.3066 2.6821 1.0868 -0.17 0.23 -0.52
H 2.5772 2.5852 -0.6947 -0.25 0.29 0.40
C -0.2682 3.2670 -1.7324 0.06 0.44 -0.08
H -1.3462 3.0917 -1.9074 0.54 0.14 0.06
H -0.0678 4.3502 -1.6595 -0.19 -0.31 -0.48
H 0.3215 2.7980 -2.5422 -0.33 0.30 0.34
C -0.6972 3.4793 1.1319 -0.03 0.26 0.23
H -0.3890 3.0959 2.1241 -0.14 0.44 -0.66
H -0.4715 4.5504 1.0032 -0.22 -0.27 0.18
H -1.7788 3.2933 1.0243 0.50 0.27 -0.04
C 0.8280 -3.1079 -1.8517 0.03 -0.22 0.01
H 0.9913 -4.1968 -1.7895 0.04 0.34 -0.39
H 0.0718 -2.8529 -2.6181 0.41 -0.18 0.35
H 1.7714 -2.5851 -2.0927 -0.43 -0.30 0.08
C 1.5158 -3.1540 0.9695 -0.02 0.11 0.07
H 1.1967 -2.8905 1.9963 0.20 -0.20 -0.52
H 1.5986 -4.2469 0.8457 0.14 0.37 0.22
H 2.4779 -2.6511 0.7578 -0.49 -0.31 0.11
C -1.2445 -3.4889 0.1542 -0.21 -0.53 0.05
H -2.0317 -3.2202 -0.5752 0.41 -0.24 0.35
H -0.9920 -4.5626 0.0793 -0.51 0.31 0.15
H -1.5942 -3.2360 1.1735 0.20 -0.22 -0.52
H -2.5407 -0.8853 -2.6373 0.33 0.50 -0.41
H -2.6007 0.7562 -2.6084 0.29 -0.34 -0.41
H -1.3228 1.0397 -4.6294 0.28 -0.48 0.30
H -1.2460 -1.0076 -4.6577 0.25 0.46 0.31
B -0.9975 0.0179 -4.0155 0.23 0.05 -1.07
N -1.9577 -0.0380 -2.7264 -0.98 -0.20 1.73
H 1.2737 0.0468 -1.5565 0.33 0.05 -0.35
H 1.6003 -0.0692 0.9246 0.98 -0.04 0.36
C -2.3547 -0.1182 3.7628 0.08 0.22 -0.32
S -1.4498 0.0786 2.2262 1.04 1.45 0.62
C -2.7741 0.8601 1.2467 -0.56 -0.17 0.46
O -0.3957 1.1209 2.6121 -1.24 -1.40 -0.50
H -3.2608 -0.6918 3.5701 0.01 -0.04 0.29
H -2.5590 0.9143 4.0838 -0.04 -0.44 0.11
H -1.6510 -0.6184 4.4425 -0.42 0.15 -0.15
H -3.2059 1.6974 1.7986 0.07 -0.05 0.01
H -2.4947 1.1808 0.2413 0.41 -0.14 0.31
H -3.5339 0.0833 1.1381 -0.08 -0.01 0.03
```
Forces are in eV/Å.

Calculated values
Charge = +1
HOMO energy (alpha / beta) = -11.00 / -10.70 eV
Multiplicity = 2

Below is a gas-phase ion, C5H10N (charge +1) in a non-equilibrium geometry, with properties calculated with the ωB97M-V functional and the def2-TZVPD basis.

The geometry in XYZ format:
```
16
Properties=species:S:1:pos:R:3:forces:R:3
C 0.0772 0.8910 -2.4020 0.52 -1.25 1.40
C 0.2041 0.2263 -1.4098 -0.75 2.02 0.19
C 0.5246 1.0606 0.9910 -0.99 0.87 1.81
C 0.8283 -1.4157 0.1697 -3.08 0.45 3.78
C 0.1194 -0.0780 0.0129 -0.05 -0.43 -0.80
N -1.4403 -0.3405 0.2310 3.47 2.05 3.12
H 0.1934 1.4512 -3.2483 -0.08 0.94 -1.88
H -0.4056 1.6884 1.3345 1.46 -1.39 -0.44
H 1.1247 0.7754 1.9390 -1.25 -0.11 -1.61
H 1.1052 1.8494 0.5435 0.41 -0.11 -0.67
H 0.3200 -2.1596 -0.4188 0.11 -0.44 -0.25
H 1.8271 -1.3151 -0.0643 2.13 0.07 -0.44
H 0.6615 -1.5929 1.2912 0.81 -0.65 -1.45
H -1.7259 -1.0343 -0.3585 -1.50 -2.22 -2.01
H -1.8794 0.5450 0.1702 -0.97 1.02 -1.00
H -1.5342 -0.5512 1.2187 -0.24 -0.82 0.23
```
Forces are in eV/Å.

Calculated values
Structure (SMILES) = C#CC(C)(C)[NH3+]
Charge = +1
HOMO energy = -14.77 eV
Energy above the lowest of the compared OMol25 structures with the same formula, charge and spin = 2.438 eV